--- w ---
Below is an isolated molecule of C7H13N, with properties calculated with ωB97M-V/def2-TZVPD.

The geometry in ORCA input format:
```
! RIJCOSX wB97M-V def2-TZVPD def2/J DEFGRID3
* xyz 0 1
C 1.445 -0.761 -2.818
C 0.421 -0.368 -2.067
C 0.395 0.350 -0.784
N 1.124 1.558 -0.841
C -0.188 -0.125 0.319
C -0.979 -1.409 0.210
C 0.039 0.450 1.688
C -1.280 0.865 2.360
H 2.476 -0.914 -2.515
H 1.264 -1.052 -3.842
H -0.545 -0.494 -2.549
H 1.178 2.070 0.024
H 1.986 1.471 -1.353
H -0.429 -2.282 -0.155
H -1.749 -1.271 -0.559
H -1.442 -1.670 1.158
H 0.852 1.133 1.935
H 0.373 -0.435 2.234
H -1.180 1.310 3.352
H -1.806 1.556 1.715
H -1.956 0.017 2.489
*
```

Calculated values
HOMO-LUMO gap = 8.649 eV
SMILES string = C=C/C(N)=C(\C)CC
molar mass = 111.19 g/mol
HOMO level = -0.2810 Ha

=====

--- x ---
Below is a cluster of 2 separate species, C7H13N in total, with properties calculated with ωB97M-V/def2-TZVPD.

The geometry in ORCA input format:
```
! RIJCOSX wB97M-V def2-TZVPD def2/J DEFGRID3
* xyz 0 1
C -1.191 1.734 -1.170
C -2.532 2.302 -1.409
C -3.749 1.970 -1.081
N -4.287 0.647 -1.054
C 2.498 -2.180 -0.498
C 1.787 -2.148 0.680
C 1.966 -1.275 1.735
C 3.016 -0.226 1.786
H -1.331 0.650 -1.344
H -0.372 2.121 -1.768
H -0.979 1.916 -0.119
H -4.527 2.711 -0.879
H -3.676 -0.029 -1.497
H -4.524 0.352 -0.108
H 3.176 -1.405 -0.807
H 2.443 -3.078 -1.105
H 0.920 -2.801 0.781
H 1.384 -1.469 2.627
H 3.562 -0.261 0.839
H 2.631 0.802 1.841
H 3.787 -0.333 2.552
*
```

Calculated values
HOMO-LUMO gap = 2.207 eV
molar mass = 111.19 g/mol
HOMO level = -0.1851 Ha

=====

Here are the energies relative to the best structure, in hartree: w 0.0000; x 0.2458.

=====

--- w ---
Below is an isolated molecule of C7H13N, with properties calculated with ωB97M-V/def2-TZVPD.

The geometry in ORCA input format:
```
! RIJCOSX wB97M-V def2-TZVPD def2/J DEFGRID3
* xyz 0 1
C -2.153 -1.067 -0.113
C -1.087 0.022 -0.044
C -1.849 1.344 0.071
C 0.203 -0.102 -0.122
C 0.971 -1.175 -0.218
C 2.308 -0.677 0.261
N 2.491 0.649 -0.268
C 1.138 1.209 -0.186
H -3.054 -0.731 -0.728
H -2.719 -1.144 0.946
H -1.970 -2.105 -0.401
H -1.203 2.321 0.449
H -2.215 1.558 -0.949
H -2.671 1.026 0.881
H 0.986 -1.772 -1.144
H 0.819 -2.183 0.453
H 2.995 -1.293 -0.208
H 2.116 -0.818 1.381
H 3.085 1.160 0.361
H 1.008 1.927 0.707
H 0.801 1.850 -1.129
*
```

Calculated values
HOMO-LUMO gap = 9.499 eV
SMILES string = CC(C)=C1CCNC1
molar mass = 111.19 g/mol
HOMO level = -0.3142 Ha

=====

--- x ---
Below is a cluster of 2 separate species, C7H13N in total, with properties calculated with ωB97M-V/def2-TZVPD.

The geometry in ORCA input format:
```
! RIJCOSX wB97M-V def2-TZVPD def2/J DEFGRID3
* xyz 0 1
C -0.665 -1.378 1.157
C -0.656 -1.910 -0.282
C 0.283 -1.300 -1.362
C -0.216 2.875 0.949
C 0.342 2.341 -0.169
C 0.444 0.977 -0.462
C 0.125 0.212 -1.578
N 0.746 -1.232 1.586
H -1.224 -0.448 1.193
H -1.014 -2.226 1.746
H -1.676 -1.821 -0.651
H -0.404 -2.969 -0.406
H 1.310 -1.512 -1.031
H 0.174 -1.869 -2.287
H -0.996 2.365 1.517
H -0.380 3.957 1.005
H 0.522 3.090 -0.941
H -1.567 0.537 -1.491
H 0.063 0.490 -2.652
H 0.736 -0.858 2.536
H 1.125 -0.420 1.072
*
```

Calculated values
HOMO-LUMO gap = 6.532 eV
molar mass = 111.19 g/mol
HOMO level = -0.2840 Ha

=====

Here are the energies relative to the best structure, in hartree: w 0.0000; x 0.1349.

=====

--- w ---
Below is a structure of composition C6H13CuO3, with properties calculated with ωB97M-V/def2-TZVPD.

The geometry in ORCA input format:
```
! RIJCOSX wB97M-V def2-TZVPD def2/J DEFGRID3
* xyz 0 1
H 2.611 -1.553 -1.791
C 2.643 -0.518 -1.414
H 0.389 -1.375 -2.383
H 3.108 0.116 -2.187
H 3.244 -0.494 -0.497
C 0.379 -0.305 -2.102
H 0.607 0.254 -3.027
O 1.349 -0.064 -1.092
C -0.978 0.045 -1.520
H -1.749 -0.319 -2.232
H -1.055 -0.582 -0.603
O -1.161 1.368 -1.157
C -1.871 1.589 0.952
H -2.623 2.034 0.279
O -1.194 -0.508 1.909
C -1.022 0.867 1.826
C -0.150 -1.235 2.513
H 0.736 -1.247 1.854
H -0.511 -2.256 2.687
H -0.895 1.329 2.817
H 0.161 -0.766 3.461
Cu 0.640 1.710 0.046
H -2.657 1.911 1.659
*
```

Calculated values
HOMO-LUMO gap (alpha / beta) = 6.496 / 6.568 eV
molar mass = 196.71 g/mol
HOMO level (alpha / beta) = -0.2593 / -0.2572 Ha

=====

--- x ---
Below is a structure of composition C6H13CuO3, with properties calculated with ωB97M-V/def2-TZVPD.

The geometry in ORCA input format:
```
! RIJCOSX wB97M-V def2-TZVPD def2/J DEFGRID3
* xyz 0 1
O 0.903 2.537 -0.194
C 1.569 -0.488 -1.931
C 0.496 -1.283 -1.814
O 0.357 -2.155 -0.794
C -0.891 -2.178 -0.117
C -0.782 -1.561 1.258
O -1.223 -0.218 1.217
C -1.150 0.435 2.474
H 2.384 -0.530 -1.206
H 1.666 0.139 -2.816
H -0.305 -1.302 -2.564
H -1.188 -3.230 -0.011
H -1.654 -1.657 -0.714
H 0.261 -1.598 1.616
H -1.407 -2.144 1.955
H -1.577 1.436 2.344
H -1.723 -0.125 3.228
H -0.103 0.528 2.802
Cu -0.829 1.389 -0.207
C 2.239 2.657 0.082
H 2.476 3.459 0.822
H 2.689 1.722 0.492
H 2.843 2.903 -0.821
*
```

Calculated values
HOMO-LUMO gap = 6.954 eV
molar mass = 196.71 g/mol
HOMO level = -0.2663 Ha

=====

Here are the energies relative to the best structure, in hartree: w 0.1606; x 0.0000.

=====

--- w ---
Below is a structure of composition C15H20Cl3N5O2PdS, with properties calculated with ωB97M-V/def2-TZVPD.

The geometry in ORCA input format:
```
! RIJCOSX wB97M-V def2-TZVPD def2/J DEFGRID3
* xyz -2 1
Pd -0.955 -0.815 0.865
Cl 4.691 -1.441 6.027
C 3.759 -1.421 4.527
C 2.390 -1.643 4.560
C 1.665 -1.627 3.387
Cl -0.036 -1.972 3.449
C 2.233 -1.361 2.085
O 1.587 -1.315 1.004
C 3.656 -1.163 2.157
Cl 4.488 -0.871 0.645
C 4.399 -1.192 3.322
H 1.888 -1.835 5.499
H 5.470 -1.040 3.288
C 0.621 -0.167 -4.382
C 0.001 0.293 -3.068
C 0.070 1.814 -2.984
C -1.465 -0.155 -2.988
N 0.812 -0.217 -1.946
N 0.995 -1.634 -1.988
H 0.030 0.208 -5.226
H 0.658 -1.255 -4.416
H 1.647 0.210 -4.464
H -0.430 2.272 -3.847
H 1.116 2.137 -2.961
H -0.421 2.161 -2.073
H -2.074 0.376 -3.733
H -1.864 0.041 -1.995
H -1.558 -1.231 -3.159
H 0.343 -0.009 -1.069
H 1.710 -1.802 -1.289
H 0.160 -2.070 -1.607
O -3.165 -4.042 0.747
S -1.914 -3.255 0.639
N -1.776 -2.304 -0.500
N -3.451 3.203 -0.377
C -2.635 2.373 0.433
C -1.244 2.615 0.503
C -0.467 1.807 1.301
N -0.952 0.847 2.137
C -2.269 0.495 1.913
C -3.141 1.300 1.105
H -3.069 4.128 -0.488
H -4.402 3.245 -0.054
H -0.794 3.424 -0.058
H 0.602 1.976 1.367
H -2.715 -0.128 2.673
H -4.194 1.045 1.041
*
```

Calculated values
HOMO-LUMO gap = 5.285 eV
molar mass = 547.20 g/mol
HOMO level = -0.0319 Ha

=====

--- x ---
Below is a structure of composition C15H20Cl3N5O2PdS, with properties calculated with ωB97M-V/def2-TZVPD.

The geometry in ORCA input format:
```
! RIJCOSX wB97M-V def2-TZVPD def2/J DEFGRID3
* xyz -2 1
Pd -0.512 0.287 0.572
Cl 5.835 -0.565 4.317
C 4.143 -0.338 3.873
C 3.786 -0.172 2.544
C 2.460 -0.001 2.218
Cl 2.044 0.219 0.531
C 1.377 0.020 3.160
O 0.170 0.168 2.861
C 1.850 -0.147 4.506
Cl 0.649 -0.130 5.781
C 3.170 -0.322 4.858
H 4.534 -0.171 1.763
H 3.435 -0.443 5.900
C -0.350 5.797 1.168
C -0.657 4.307 1.300
C -0.500 3.874 2.756
C -2.085 4.025 0.832
N 0.384 3.540 0.568
N 0.242 3.511 -0.879
H -1.077 6.390 1.729
H -0.399 6.125 0.126
H 0.653 6.010 1.544
H -1.179 4.437 3.404
H 0.527 4.048 3.087
H -0.706 2.806 2.871
H -2.799 4.495 1.516
H -2.284 2.953 0.796
H -2.271 4.419 -0.170
H 0.190 2.560 0.832
H 0.019 4.453 -1.183
H -0.529 2.876 -1.135
O -3.387 -0.907 -0.306
S -2.737 0.441 -0.124
N -1.714 0.945 -1.121
N -0.330 -6.800 -0.398
C -0.282 -5.423 -0.111
C -1.362 -4.593 -0.385
C -1.265 -3.235 -0.108
N -0.170 -2.682 0.411
C 0.863 -3.475 0.657
C 0.866 -4.843 0.418
H -1.270 -7.168 -0.389
H 0.266 -7.350 0.203
H -2.278 -4.988 -0.810
H -2.091 -2.549 -0.297
H 1.741 -2.991 1.076
H 1.745 -5.439 0.640
*
```

Calculated values
HOMO-LUMO gap = 4.688 eV
molar mass = 547.20 g/mol
HOMO level = -0.0113 Ha

=====

Here are the energies relative to the best structure, in hartree: w 0.0000; x 0.0091.